Formula: C13H15BN8SSe4Ti
Source: OMol25
Level of theory: the ωB97M-V functional and the def2-TZVPD basis

The geometry in XYZ format:
```
43
Properties=species:S:1:pos:R:3:mulliken_charge:R:1
Ti 0.32692 -0.94064 0.27611 0.224
N 3.41815 -1.86349 3.45289 -0.589
C 2.40347 -1.42131 2.59582 0.533
S 2.81299 -1.14297 0.94436 -0.439
N 1.24508 -1.21554 3.13759 -1.556
N 0.28309 -0.79461 2.23238 1.633
C -0.76013 -0.15698 2.84441 -1.366
C -1.68561 0.41426 1.99864 1.182
C -2.72604 1.30608 2.39524 -1.144
C -3.51029 1.88876 1.45026 -0.146
C -3.28152 1.61643 0.07526 -0.978
C -2.25606 0.77094 -0.25270 -0.242
N -1.46620 0.17647 0.65880 0.390
H 4.10246 -2.41589 2.95980 0.235
H 3.03134 -2.35349 4.24742 0.257
H -0.75460 -0.04639 3.91921 0.254
H -2.85963 1.51085 3.45041 0.391
H -4.30001 2.57172 1.74421 0.368
H -3.88947 2.05880 -0.70096 0.378
H -2.03572 0.53356 -1.28824 0.441
B 1.03412 1.41083 -2.63681 0.188
N 0.53800 -0.04693 -2.83108 -0.092
C 0.30159 -0.51708 -4.05896 -0.167
C -0.14466 -1.82015 -3.97322 -1.288
C -0.15731 -2.08896 -2.60918 -0.144
N 0.25413 -1.01919 -1.92115 0.647
N 1.11894 1.87170 -1.15539 -0.658
C 1.42496 3.13970 -0.84951 -0.301
C 1.52418 3.25594 0.52347 -1.101
C 1.25178 1.97153 0.99138 -0.318
N 1.01062 1.14965 -0.02827 1.267
H 2.14246 1.51545 -3.13151 -0.173
H 0.25009 2.15476 -3.20012 -0.152
H 0.46798 0.11893 -4.91361 0.419
H -0.42279 -2.48572 -4.77120 0.370
H -0.44483 -2.99619 -2.10529 0.075
H 1.55358 3.86545 -1.63543 0.399
H 1.75435 4.13679 1.09777 0.374
H 1.20606 1.58935 1.99779 0.426
Se -1.75117 -2.96774 0.58486 -0.186
Se -2.74062 -4.04294 -1.16485 -0.618
Se 1.09000 -5.05348 -1.03640 -0.604
Se 0.64033 -3.63824 0.68579 -0.189
```

Summary:
- HOMO (spin up / spin down) (eV) = -0.5 / -0.5
- maximum force (Eh/bohr) = 0.01339
- E (eV) = -321662.39459
- HOMO-LUMO gap (spin up / spin down) (Ha) = 0.1915 / 0.1915
- charge = -2